# 1
Here is a structure of composition C4H5AlLiO from the Open Molecules 2025 dataset. Energies are from wB97M-V/def2-TZVPD.

Results
* largest force on an atom: 4.816 eV/A
* molecular weight: 103.01 g/mol
* highest occupied orbital energy (spin up / spin down): -17.48 / -17.48 eV
* LUMO (spin up / spin down): -9.87 / -11.65 eV
* spin multiplicity: 2
* HOMO-LUMO gap (spin up / spin down): 7.61 / 5.82 eV
* charge: +2
* ⟨S²⟩: 0.752
* electronic energy: -479.81959 a.u.

Atoms and positions in Å:
C (2.1596, 0.1926, 1.0262)
C (2.8770, 1.1933, 0.9837)
H (3.4325, 2.1173, 0.9641)
C (-1.0572, 0.7416, -0.1183)
C (-1.3882, -0.5903, -0.6437)
O (-0.6875, -1.6019, -0.4667)
Li (0.9451, -1.3997, 0.7755)
H (-1.7790, 0.9591, 0.6880)
H (0.0472, 0.7649, 0.0087)
H (-1.2844, 1.4909, -0.8920)
H (-2.3441, -0.7035, -1.1847)
Al (-0.9209, -3.1643, -1.1410)



# 2
Here is the molecule C4H5BF2N2O2 from the Open Molecules 2025 dataset. Energies are from wB97M-V/def2-TZVPD.

Results
* largest force on an atom: 3.711 eV/A
* ΔE to the lowest compared entry with this formula, charge and spin: 0.0 kcal/mol
* molecular weight: 161.90 g/mol
* highest occupied orbital energy (spin up / spin down): -9.12 / -9.04 eV
* LUMO (spin up / spin down): -0.68 / -0.96 eV
* HOMO-LUMO gap (spin up / spin down): 8.44 / 8.08 eV
* charge: 0
* electronic energy: -639.93806 a.u.

Atoms and positions in Å:
B (0.9086, 0.9291, 0.2392)
C (0.7642, -1.6249, -0.8404)
C (-0.5100, -2.1681, -0.3380)
C (1.1411, -0.4480, -0.4646)
C (-2.4076, 0.4566, -0.2754)
N (-1.4160, -1.4519, 0.1962)
N (-1.3481, -0.2009, 0.3917)
O (0.6223, 1.9807, -0.7463)
O (1.1823, 1.2112, 1.5130)
F (-3.4934, 0.4739, 0.5839)
F (-2.7996, -0.1175, -1.4084)
H (1.4335, -2.2187, -1.4788)
H (-0.7058, -3.2691, -0.2328)
H (-2.1483, 1.5129, -0.4776)
H (0.5734, 2.8645, -0.3293)
H (1.1450, 2.1980, 1.5910)



# 3
Here is the molecule C4H5BO2 from the Open Molecules 2025 dataset. Energies are from wB97M-V/def2-TZVPD.

Results
* largest force on an atom: 5.771 eV/A
* ΔE to the lowest compared entry with this formula, charge and spin: 36.4 kcal/mol
* molecular weight: 95.89 g/mol
* highest occupied orbital energy: -9.75 eV
* LUMO: -1.10 eV
* HOMO-LUMO gap: 8.65 eV
* charge: 0
* electronic energy: -330.69493 a.u.
* SMILES: O=C1CC=CB1O

Atoms and positions in Å:
O (-1.0188, -2.1212, 0.0096)
C (-0.4491, -1.0564, 0.0372)
C (1.0804, -0.9149, 0.0293)
C (1.3410, 0.5571, -0.0062)
C (0.2518, 1.3481, 0.0239)
B (-0.9636, 0.4486, 0.0441)
O (-2.7281, 1.0151, -0.0840)
H (1.5037, -1.4296, -0.8356)
H (1.5112, -1.3761, 0.9195)
H (2.3595, 0.9165, -0.0540)
H (0.3263, 2.4222, 0.0096)
H (-3.2144, 0.1905, -0.0934)



# 4
Here is the molecule C4H5BO2 from the Open Molecules 2025 dataset. Energies are from wB97M-V/def2-TZVPD.

Results
* largest force on an atom: 4.670 eV/A
* ΔE to the lowest compared entry with this formula, charge and spin: 0.0 kcal/mol
* molecular weight: 95.89 g/mol
* highest occupied orbital energy: -9.08 eV
* LUMO: -0.07 eV
* HOMO-LUMO gap: 9.01 eV
* charge: 0
* electronic energy: -330.75295 a.u.
* SMILES: O=C1CC=CB1O

Atoms and positions in Å:
O (-1.8883, -1.9156, -0.0842)
C (-1.1278, -0.9759, -0.0049)
C (0.4125, -1.1437, 0.0800)
C (0.8949, 0.2853, 0.0577)
C (0.0005, 1.2348, -0.1690)
B (-1.4102, 0.6109, -0.0920)
O (-2.5684, 1.2973, 0.0883)
H (0.9011, -1.5907, -0.8330)
H (0.5951, -1.6285, 0.9408)
H (2.0025, 0.2880, 0.2070)
H (0.4011, 2.2021, -0.1225)
H (-3.2440, 0.7995, 0.4026)